Here is a 3-piece molecular cluster, C17H34F3IN4O7S2 overall in a non-equilibrium geometry from the Open Molecules 2025 dataset. Energies are from the ωB97M-V functional and the def2-TZVPD basis.

```
! RIJCOSX wB97M-V def2-TZVPD def2/J DEFGRID3
* xyz 0 1
C 0.7098 -3.8903 -3.4353
C 0.1050 -2.6708 -4.3494
C 1.1762 -1.9777 -5.3799
C 2.5772 -1.4761 -4.6825
C 2.3759 -0.1813 -3.6502
C 2.0823 -0.8273 -2.1723
C 2.4093 0.2225 -0.9122
C 3.1052 -0.6938 0.2590
C 2.4291 -0.5200 1.7543
C 1.2844 -1.6873 2.0907
C 0.0435 -1.7169 1.0207
C -1.2661 -0.8279 1.4384
I -2.2718 -0.6233 -0.5438
O -2.3712 -1.4908 2.2068
S -3.5613 -0.3074 2.5526
O -4.0283 -0.7291 3.9679
O -4.8926 -0.3017 1.7574
O -2.5262 1.0421 2.3613
C -1.0965 0.6364 2.1496
S -0.4363 0.7595 3.9092
C -0.5311 1.9189 1.2992
O -0.8731 3.1318 2.1142
C 0.2563 4.0732 2.1501
F 1.4942 3.5495 2.7719
F 0.4282 4.6536 0.7980
F -0.1917 5.2160 3.0315
H 1.5881 -3.5897 -2.7218
H -0.1734 -4.2729 -2.7460
H 1.0887 -4.8258 -4.0666
H -0.7505 -3.1510 -5.0248
H -0.4635 -1.8721 -3.6682
H 1.4391 -2.8042 -6.1951
H 0.6030 -1.0886 -5.9310
H 3.2855 -1.1297 -5.5787
H 3.1286 -2.3833 -4.1808
H 3.4040 0.4178 -3.5690
H 1.5000 0.4986 -4.0432
H 0.9281 -1.1299 -2.1526
H 2.7078 -1.8235 -2.1046
H 1.3304 0.5245 -0.5001
H 3.0353 1.1550 -1.2457
H 3.1412 -1.8439 0.0318
H 4.2373 -0.3233 0.3349
H 3.3102 -0.7403 2.5290
H 2.0633 0.5673 1.9945
H 1.8664 -2.7195 1.9503
H 0.9523 -1.6795 3.2274
H 0.3240 -1.4331 -0.0796
H -0.3264 -2.8511 0.9772
H -0.6781 -0.5482 4.4405
H -1.0921 2.0950 0.2605
H 0.6098 1.8847 1.0420
C -4.5017 -3.3857 -2.8383
O -3.3631 -3.4940 -2.4110
N -5.4514 -2.6739 -2.2051
N -4.9086 -3.9687 -3.9803
H -6.3944 -2.5731 -2.5411
H -5.1867 -2.2187 -1.3413
H -4.2245 -4.5140 -4.4881
H -5.8418 -3.8910 -4.3480
C 0.9731 6.8712 6.5662
O 1.3868 7.0088 7.7066
N 0.5132 7.8992 5.8305
N 0.9400 5.6794 5.9433
H 0.1684 7.8058 4.8900
H 0.5207 8.8141 6.2620
H 1.2773 4.8791 6.4621
H 0.6029 5.5463 5.0048
*
```

- structure (SMILES) = CCCCCCCCCCC[C@@]1(I)OS(=O)(=O)O[C@]1(S)COC(F)(F)F.NC(N)=O.NC(N)=O
- LUMO energy (eV) = -0.6
- highest occupied orbital energy (eV) = -9.69

=====

Here is C26H20Br2N11O3PdSe as an isolated structure in a non-equilibrium geometry from the Open Molecules 2025 dataset. Energies are from the ωB97M-V functional and the def2-TZVPD basis.

```
! RIJCOSX wB97M-V def2-TZVPD def2/J DEFGRID3
* xyz -1 1
Pd -0.6489 0.3506 0.6636
N -3.1596 2.7219 1.4775
C -2.0506 2.8794 2.2416
N -1.9347 3.7699 3.2452
N -0.7636 3.5384 3.7808
N -0.1743 2.5779 3.1295
N -0.9547 2.1353 2.1333
C -3.4442 1.5652 0.7930
N -4.5124 1.3980 0.0370
N -4.4262 0.1406 -0.4132
N -3.3771 -0.4360 0.0520
N -2.7282 0.4216 0.8519
H -3.8584 3.4446 1.4721
Br 3.7733 -0.8429 3.2647
C 2.9583 -1.8257 1.8624
C 3.6394 -2.9272 1.3482
C 3.0849 -3.6675 0.3416
Br 4.0708 -5.1571 -0.3301
C 1.8089 -3.3675 -0.1779
C 1.1593 -4.0971 -1.1954
C -0.1059 -3.7496 -1.5746
C -0.7313 -2.6609 -0.9473
N -0.1398 -1.9401 -0.0286
C 1.1100 -2.2595 0.3722
C 1.6948 -1.4239 1.4067
O 1.0637 -0.4109 1.8722
H 4.6071 -3.1885 1.7531
H 1.6727 -4.9236 -1.6664
H -0.6345 -4.3090 -2.3335
H -1.7476 -2.3827 -1.2025
Se 0.5506 0.6542 4.3242
C 0.5930 1.3388 6.0955
C 1.6074 0.9072 6.9507
C 1.6027 1.3546 8.2599
N 0.6898 2.1869 8.7498
C -0.2714 2.5951 7.9264
C -0.3752 2.2024 6.6032
H 2.3755 0.2363 6.5883
H 2.3703 1.0366 8.9565
H -0.9995 3.2716 8.3595
H -1.1711 2.5694 5.9724
C 0.0840 -0.7789 -7.4235
C -0.0128 -0.2734 -6.0102
C -1.1701 -0.4301 -5.2644
C -1.2673 0.0205 -3.9504
C -2.5591 -0.1537 -3.2085
C -0.1438 0.6195 -3.3603
C 1.0120 0.8426 -4.1199
C 2.1843 1.5889 -3.5472
C 1.0566 0.3976 -5.4322
C -0.1339 0.8655 -1.8754
O -1.1191 1.4163 -1.3126
O 0.8393 0.4340 -1.2056
H -0.6001 -1.6088 -7.5949
H 1.0977 -1.1134 -7.6431
H -0.1596 0.0184 -8.1289
H -2.0211 -0.9287 -5.7142
H -3.2270 -0.8397 -3.7295
H -3.0630 0.8066 -3.0937
H -2.3978 -0.5243 -2.2001
H 2.5502 1.1001 -2.6469
H 1.8780 2.5975 -3.2656
H 2.9908 1.6613 -4.2757
H 1.9585 0.5555 -6.0131
*
```

- energy above the lowest of the compared OMol25 structures with the same formula, charge and spin (kJ/mol) = 120.0
- LUMO energy (alpha / beta) (eV) = -0.6 / -0.6
- highest occupied orbital energy (alpha / beta) (eV) = -5.04 / -5.04

=====

Here is a 2-piece molecular cluster, C7H14N overall in a non-equilibrium geometry from the Open Molecules 2025 dataset. Energies are from the ωB97M-V functional and the def2-TZVPD basis.

```
! RIJCOSX wB97M-V def2-TZVPD def2/J DEFGRID3
* xyz 1 1
C 0.3255 0.1326 1.8844
C 0.3145 1.4065 1.1361
C -0.0882 0.2525 0.2181
C -1.3855 0.1311 -0.2826
C 3.3880 -0.9698 -1.0156
C 2.3581 -0.2400 -0.2691
C 1.0426 -0.3605 -0.5163
N -4.5720 -0.2243 -0.7316
H -0.5768 -0.0637 2.4542
H 1.0950 -0.4770 2.3375
H -0.5815 1.9608 1.4230
H 1.1509 2.0217 0.8336
H -1.8238 -0.8098 -0.5974
H -1.7952 1.0858 -0.6106
H 4.2965 -0.4069 -1.3049
H 3.0274 -1.4441 -1.9298
H 3.9643 -1.7252 -0.4712
H 2.6877 0.3690 0.5700
H 0.8879 -0.9283 -1.4315
H -5.2539 -0.0674 -0.0034
H -3.7167 -0.0855 -0.2221
H -4.7448 0.4426 -1.4710
*
```

- energy above the lowest of the compared OMol25 structures with the same formula, charge and spin (kJ/mol) = 458.9
- LUMO energy (eV) = -7.2
- highest occupied orbital energy (eV) = -13.15

=====

Here is an isolated ion of composition C2H4ClN2S2 and charge +1 in a non-equilibrium geometry from the Open Molecules 2025 dataset. Energies are from the ωB97M-V functional and the def2-TZVPD basis.

```
! RIJCOSX wB97M-V def2-TZVPD def2/J DEFGRID3
* xyz 1 1
C 0.3371 0.0538 0.0289
C 0.2641 -1.4452 0.2931
N -0.7151 0.3964 -0.6165
N 1.3033 0.9151 0.4861
S 1.2732 2.4825 0.2063
S -1.6432 1.6570 -0.8491
Cl -3.3493 0.8529 -1.4729
H -0.8282 -1.6830 0.0551
H 0.3790 -1.6158 1.3072
H 0.8650 -2.1131 -0.3325
H 2.1140 0.4994 0.8944
*
```

- energy above the lowest of the compared OMol25 structures with the same formula, charge and spin (kJ/mol) = 101.5
- structure (SMILES) = C/C(=N/SCl)[NH+]=S
- LUMO energy (alpha / beta) (eV) = -7.5 / -6.7
- highest occupied orbital energy (alpha / beta) (eV) = -14.11 / -14.25

=====

Here is a 2-piece molecular cluster, C4H12 overall in a non-equilibrium geometry from the Open Molecules 2025 dataset. Energies are from the ωB97M-V functional and the def2-TZVPD basis.

```
! RIJCOSX wB97M-V def2-TZVPD def2/J DEFGRID3
* xyz 0 1
C 0.2680 -1.9579 -0.2266
C -1.0391 -2.1998 0.5760
H 1.1175 -1.5160 0.2785
H 0.6656 -2.9237 -0.5630
H 0.0310 -1.4255 -1.1439
H -1.8670 -1.7072 0.0816
H -1.2299 -3.2608 0.6025
H -0.9043 -1.9078 1.6157
C 0.8606 1.7002 0.3116
C -0.1035 2.4777 -0.5890
H 1.8468 2.0887 0.4124
H 0.3955 1.5711 1.2862
H 1.0351 0.7384 -0.1759
H -0.9535 2.8969 -0.0551
H -0.4685 2.0131 -1.5012
H 0.3457 3.4126 -0.9100
*
```

- energy above the lowest of the compared OMol25 structures with the same formula, charge and spin (kJ/mol) = 48.9
- structure (SMILES) = CC.CC
- LUMO energy (eV) = 1.2
- highest occupied orbital energy (eV) = -11.44

=====

Number 5 is which compound? C4H12

=====

Which formula does entry 5 have? C4H12